The following is a DFT calculation (ωB97M-V/def2-TZVPD) of 2 unconnected molecules or ions with the total composition C2H7NO2.

The HOMO-LUMO gap comes out at 4.7 eV.

ORCA input file:
```
! wB97M-V def2-TZVPD RIJCOSX def2/J DEFGRID3
* xyz 0 1
H 1.09 0.98 0.02
C -0.10 -0.66 0.84
H -1.85 0.44 0.13
O -0.72 -1.10 1.92
H 0.91 0.93 1.77
H 1.64 0.75 -2.43
H 0.61 -1.29 0.34
N 0.70 0.55 0.87
C -1.16 -0.36 -0.24
H -1.70 -1.32 -0.41
H -0.64 0.07 -1.14
O 1.22 1.02 -1.66
*
```

Formally, the Mulliken partial charges of the atoms, in units of the elementary charge, are as follows:
1. H 0.31
2. C 0.50
3. H 0.30
4. O -0.48
5. H 0.22
6. H 0.21
7. H 0.25
8. N -0.21
9. C -0.86
10. H 0.28
11. H 0.32
12. O -0.85